[1]
Here is a cluster of 2 separate species, C3H9N3 in total from the OMol25 dataset. Energies are from the ωB97M-V functional and the def2-TZVPD basis.

XYZ file:
```
15
Properties=species:S:1:pos:R:3
C 0.217 0.045 1.316
C 0.290 -0.258 -0.299
C 1.696 -0.669 -0.737
N 0.211 1.435 0.840
N -0.150 1.158 -0.395
N -2.363 -0.159 -0.593
H -0.699 -0.290 1.785
H 0.990 -0.285 1.988
H -0.528 -0.954 -0.579
H 2.198 -0.828 0.195
H 2.244 0.061 -1.320
H 1.535 -1.540 -1.344
H -0.072 2.254 1.202
H -2.328 -0.257 -1.569
H -3.240 0.287 -0.490
```

Results
- lowest unoccupied orbital energy (alpha / beta) (eV) = -0.2 / 1.2
- spin multiplicity = 1
- relative energy (zero: lowest compared OMol25 entry of this formula, charge and spin) (kJ/mol) = 583.45
- orbital gap (alpha / beta) (eV) = 6.852 / 10.798

[2]
Here is a structure of composition C6H9Cl2MnO3PTm from the OMol25 dataset. Energies are from the ωB97M-V functional and the def2-TZVPD basis.

XYZ file:
```
23
Properties=species:S:1:pos:R:3
Mn 0.024 0.432 -3.599
Tm 0.736 0.656 -0.536
Cl -0.553 -1.159 -1.996
Cl -0.283 2.314 -2.099
C 2.028 2.583 0.416
C 0.786 -0.969 -4.487
C 0.813 1.590 -4.811
O 2.558 3.565 0.723
O 1.051 -1.959 -5.065
O 1.164 2.220 -5.708
C -0.512 -0.393 3.542
P -0.155 -0.076 1.815
C 0.588 -1.746 1.410
C -1.904 0.116 1.209
H 0.406 -0.607 4.091
H -1.172 -1.267 3.605
H -1.013 0.463 3.996
H 0.027 -2.520 1.963
H 0.628 -2.021 0.335
H 1.621 -1.756 1.817
H -2.545 -0.599 1.757
H -2.238 1.134 1.506
H -2.054 0.000 0.115
```

Results
- lowest unoccupied orbital energy (alpha / beta) (eV) = -19.4 / -19.8
- spin multiplicity = 7
- charge = +4
- orbital gap (alpha / beta) (eV) = 4.435 / 3.939

[3]
Here is a cluster of 2 separate species, C5H13NO in total from the OMol25 dataset. Energies are from the ωB97M-V functional and the def2-TZVPD basis.

XYZ file:
```
20
Properties=species:S:1:pos:R:3
C -2.315 -2.584 -0.310
C -1.392 -1.638 -0.159
C -1.186 -0.463 -1.067
C -0.836 0.857 -0.352
C 0.429 0.769 0.498
N 1.712 0.631 -0.197
H -2.213 -3.421 0.367
H -3.146 -2.592 -0.989
H -0.674 -1.861 0.616
H -2.113 -0.320 -1.628
H -0.362 -0.726 -1.721
H -0.611 1.617 -1.107
H -1.691 1.142 0.259
H 0.449 1.558 1.251
H 0.368 -0.112 1.149
H 1.628 1.035 -1.132
H 1.873 -0.338 -0.456
O 3.510 1.976 2.016
H 2.828 1.671 1.395
H 3.743 2.799 1.569
```

Results
- lowest unoccupied orbital energy (eV) = 0.9
- spin multiplicity = 1
- SMILES string = C=CCCCN.O
- relative energy (zero: lowest compared OMol25 entry of this formula, charge and spin) (kJ/mol) = 141.42
- orbital gap (eV) = 10.712

no.,maximum force (eV/Å),calculated total energy (eV),molar mass (g/mol)
1,4.057,-7721.527,87.13
2,12.313,-107643.763,454.89
3,1.640,-8932.545,103.16